Arrangement a

C5H13O3 | ωB97M-V/def2-TZVPD

Each line ends with the Löwdin charge.
Cartesian coordinates (Å):
C1 2.13 -0.03 0.45  -0.527
O1 3.30 0.41 0.17  -0.287
C2 0.90 1.09 -0.15  -0.176
C3 -0.50 0.87 0.34  -0.263
C4 -1.20 -0.28 -0.39  -0.216
C5 -1.65 0.00 -1.85  -0.223
O2 -3.08 0.28 -1.90  -0.121
H1 2.00 -1.04 0.19  0.057
H2 1.83 0.18 1.49  0.057
H3 1.32 2.06 0.13  0.092
H4 1.12 0.90 -1.07  0.008
H5 -1.24 1.69 0.46  0.105
H6 -0.30 0.47 1.40  0.102
H7 -0.53 -1.07 -0.59  0.084
H8 -2.05 -0.61 0.27  0.121
H9 -1.06 0.94 -2.13  0.125
H10 -1.51 -0.85 -2.52  0.106
H11 -3.40 0.52 -1.03  0.052
H12 0.95 -1.33 1.75  -0.032
H13 1.86 -1.99 2.82  0.077
O3 1.10 -2.20 2.18  -0.142

Values from the calculation:
* net charge: -1
* HOMO-LUMO gap: 0.216 Ha
* HOMO energy: -2.464 eV

=====

Arrangement b

C5H13O3 | ωB97M-V/def2-TZVPD

Each line ends with the Löwdin charge.
Cartesian coordinates (Å):
C1 2.10 -0.12 1.53  -0.247
O1 1.98 -1.51 1.95  -0.091
C2 1.09 0.47 0.40  -0.104
C3 -0.41 0.19 1.01  -0.247
C4 -1.37 0.58 0.01  -0.297
C5 -1.89 -0.38 -1.03  -0.398
O2 -2.10 0.07 -2.38  -0.367
H1 2.14 0.55 2.38  0.090
H2 3.13 -0.10 1.16  0.096
H3 1.27 -1.67 2.55  0.056
H4 1.18 1.54 0.32  0.091
H5 1.25 0.00 -0.57  0.082
H6 -0.72 -0.85 1.38  0.122
H7 -0.45 0.76 2.01  0.117
H8 -0.99 1.51 -0.42  0.103
H9 -2.21 1.08 0.54  0.108
H10 -2.96 -0.81 -0.84  0.104
H11 -1.30 -1.31 -1.13  0.093
H12 -0.81 -0.10 -2.96  0.002
H13 0.79 0.30 -2.57  -0.002
O3 0.28 -0.20 -3.33  -0.313

Values from the calculation:
* net charge: -1
* HOMO-LUMO gap: 0.238 Ha
* HOMO energy: -3.276 eV

=====

Name the most stable of them. arrangement b.

=====

Arrangement a

C4H14NO2S | ωB97M-V/def2-TZVPD

Each line ends with the Löwdin charge.
Cartesian coordinates (Å):
C1 -2.84 0.30 -0.52  -0.281
N1 -2.20 -1.03 -0.24  -0.124
C2 -1.13 -1.48 -1.16  -0.343
C3 0.14 -0.59 -1.22  -0.782
S1 0.41 0.23 -2.84  0.037
C4 -2.17 1.41 0.31  -0.116
H1 -3.81 0.13 -0.45  0.027
H2 -2.78 0.56 -1.63  0.126
H3 -1.84 -0.95 0.80  0.130
H4 -1.04 -2.56 -1.19  0.085
H5 -1.52 -1.48 -2.16  0.044
H6 0.31 0.34 -0.50  0.019
H7 1.22 -1.05 -1.11  0.017
H8 -1.89 2.33 -0.41  0.114
H9 -1.09 1.13 0.32  0.028
H10 -2.44 1.65 1.31  0.033
H11 1.76 0.15 5.44  -0.009
H12 1.24 -0.31 6.85  0.003
O1 1.92 0.02 6.32  0.006
H13 3.21 0.46 0.41  0.101
H14 4.47 0.00 -0.01  -0.055
O2 4.22 0.64 0.55  -0.059

Values from the calculation:
* net charge: -1
* HOMO-LUMO gap: 0.185 Ha
* HOMO energy: -2.385 eV

=====

Arrangement b

C4H14NO2S | ωB97M-V/def2-TZVPD

Each line ends with the Löwdin charge.
Cartesian coordinates (Å):
C1 -0.23 -1.75 1.32  -0.294
N1 -0.71 -1.55 -0.04  -0.098
C2 -1.27 -0.22 -0.30  -0.367
C3 -1.13 0.23 -1.75  -0.777
S1 -2.04 1.77 -2.06  0.214
C4 1.26 -1.42 1.55  -0.092
H1 -0.42 -2.78 1.66  0.092
H2 -0.90 -1.12 1.92  0.105
H3 0.00 -1.80 -0.71  0.087
H4 -2.35 -0.23 -0.11  0.086
H5 -0.99 0.62 0.36  0.087
H6 -0.06 0.30 -1.95  0.012
H7 -1.44 -0.57 -2.43  0.042
H8 1.75 -2.27 2.03  0.058
H9 1.38 -0.48 2.07  0.062
H10 1.77 -1.29 0.60  0.049
H11 1.36 1.04 -1.26  0.006
H12 2.21 0.80 -0.06  0.013
O1 2.20 1.34 -0.86  -0.064
H13 0.65 3.06 0.03  -0.010
H14 -0.83 3.11 -0.40  -0.071
O2 -0.23 3.19 0.39  -0.142

Values from the calculation:
* net charge: -1
* HOMO-LUMO gap: 0.231 Ha
* HOMO energy: -2.940 eV

=====

Arrangement c

C4H14NO2S | ωB97M-V/def2-TZVPD

Each line ends with the Löwdin charge.
Cartesian coordinates (Å):
C1 0.87 0.63 0.44  -0.313
C2 1.24 -0.33 1.58  -0.709
S1 2.84 -1.28 1.26  0.138
C3 -0.12 1.67 0.94  -0.260
N1 -1.49 1.10 0.97  -0.131
C4 -2.47 1.67 0.00  -0.144
H1 1.76 1.19 0.07  0.097
H2 0.59 -0.05 -0.36  0.068
H3 0.48 -1.12 1.66  0.033
H4 1.26 0.18 2.53  0.024
H5 0.07 1.94 1.99  0.098
H6 0.04 2.61 0.36  0.104
H7 -1.35 0.10 0.77  0.084
H8 -2.00 2.08 -0.87  0.051
H9 -2.97 2.42 0.64  0.069
H10 -3.27 0.99 -0.33  0.065
H11 -0.71 -2.54 -3.02  0.011
H12 0.35 -2.93 -2.02  -0.011
O1 -0.61 -3.06 -2.21  -0.116
H13 2.22 -2.20 -0.95  -0.043
H14 1.47 -1.09 -1.65  0.010
O2 1.79 -1.99 -1.81  -0.123

Values from the calculation:
* net charge: -1
* HOMO-LUMO gap: 0.232 Ha
* HOMO energy: -2.919 eV

=====

Name the most stable of them. arrangement b.

=====

Arrangement a

C4H10N2O | ωB97M-V/def2-TZVPD

Each line ends with the Löwdin spin population.
Cartesian coordinates (Å):
N1 1.82 1.32 1.79  0.005
C1 0.98 0.92 0.60  0.045
C2 0.01 -0.18 1.22  0.053
N2 -0.99 -0.69 0.51  0.018
C3 -1.18 -0.17 -0.96  0.230
C4 -0.53 -0.86 -2.06  0.256
O1 0.25 -0.49 2.40  0.016
H1 1.04 1.45 2.50  0.002
H2 2.55 0.60 2.07  0.003
H3 0.52 1.80 0.16  0.018
H4 1.47 0.31 -0.23  0.012
H5 -1.72 -1.04 1.05  0.040
H6 -0.92 0.85 -0.69  0.025
H7 -2.31 -0.27 -1.23  0.103
H8 -0.26 -0.32 -3.15  0.082
H9 -1.17 -1.77 -2.34  0.077
H10 0.44 -1.47 -1.64  0.014

Values from the calculation:
* net charge: -1
* 2S+1: 2
* <S²>: 0.750
* HOMO-LUMO gap (spin up / spin down): 0.104 / 0.361 Ha
* HOMO energy (spin up / spin down): 1.083 / -5.933 eV

=====

Arrangement b

C4H10N2O | ωB97M-V/def2-TZVPD

Each line ends with the Löwdin spin population.
Cartesian coordinates (Å):
N1 0.17 -0.97 -1.53  0.009
C1 0.20 -0.32 -0.26  0.022
C2 -0.95 -0.67 0.72  0.101
C3 -0.79 -0.37 2.19  0.410
O1 0.40 -0.29 2.49  0.287
C4 0.28 1.26 -0.31  0.012
N2 1.36 1.63 -1.34  0.001
H1 -0.76 -0.72 -1.86  0.003
H2 0.08 -2.03 -1.55  0.013
H3 1.09 -0.74 0.28  0.006
H4 -1.95 -0.54 0.34  0.003
H5 -0.78 -1.79 0.74  0.052
H6 -1.62 -0.08 2.77  0.068
H7 0.43 1.59 0.68  0.008
H8 -0.67 1.66 -0.52  0.006
H9 2.24 1.50 -0.75  0.000
H10 1.28 0.88 -2.08  0.000

Values from the calculation:
* net charge: -1
* 2S+1: 2
* <S²>: 0.753
* HOMO-LUMO gap (spin up / spin down): 0.140 / 0.274 Ha
* HOMO energy (spin up / spin down): 0.599 / -3.227 eV

=====

Name the most stable of them. arrangement b.

=====

Arrangement a

C2H10I2Si3 | ωB97M-V/def2-TZVPD

Each line ends with the Löwdin charge.
Cartesian coordinates (Å):
C1 -0.50 1.40 0.28  -0.596
C2 1.24 -2.09 -0.02  -0.316
Si1 -1.62 1.73 1.84  0.530
Si2 1.11 -1.69 -1.73  0.684
Si3 -1.41 1.25 -1.39  -0.287
I1 -3.74 0.42 -1.17  0.333
I2 -1.80 3.41 -2.71  0.294
H1 -0.09 0.39 0.71  0.022
H2 0.28 2.11 0.04  0.006
H3 2.18 -2.52 0.40  -0.026
H4 0.34 -2.26 0.56  -0.047
H5 -0.57 2.12 2.92  -0.060
H6 -2.51 2.94 1.35  -0.051
H7 -2.46 0.54 2.21  -0.076
H8 2.13 -1.01 -2.57  -0.094
H9 -0.20 -1.41 -2.37  -0.123
H10 -0.85 0.26 -2.20  -0.194

Values from the calculation:
* SMILES: [SiH3]C[SiH](I)I.C=[SiH2]
* HOMO-LUMO gap: 0.310 Ha
* HOMO energy: -8.822 eV

=====

Arrangement b

C2H10I2Si3 | ωB97M-V/def2-TZVPD

Each line ends with the Löwdin charge.
Cartesian coordinates (Å):
C1 1.73 0.47 -0.04  -0.561
C2 -1.31 0.58 -0.72  -0.947
Si1 -3.78 -0.37 -0.35  0.716
Si2 0.02 -0.35 0.20  0.385
Si3 3.17 -0.45 0.76  0.110
I1 -1.48 2.65 -0.14  0.615
I2 5.28 0.51 -0.11  0.320
H1 1.92 0.56 -1.11  0.024
H2 1.70 1.49 0.35  0.009
H3 -1.25 0.56 -1.80  -0.068
H4 -3.62 -1.81 -0.47  -0.129
H5 -4.11 0.12 0.98  -0.118
H6 -4.51 0.26 -1.44  -0.122
H7 -0.30 -0.37 1.63  -0.034
H8 0.07 -1.71 -0.34  -0.037
H9 3.22 -1.86 0.38  -0.082
H10 3.24 -0.28 2.21  -0.081

Values from the calculation:
* HOMO-LUMO gap: 0.300 Ha
* HOMO energy: -8.548 eV

=====

Name the most stable of them. arrangement b.

=====

Arrangement a

CH2N4 | ωB97M-V/def2-TZVPD

Each line ends with the Löwdin charge.
Cartesian coordinates (Å):
C1 -2.83 1.44 1.46  -0.424
N1 -3.90 1.70 1.80  0.130
N2 -1.60 1.10 1.22  0.015
N3 -1.40 0.25 0.12  -0.031
N4 -0.20 -0.12 -0.10  0.054
H1 0.46 0.45 0.48  0.138
H2 -0.07 -0.37 -1.07  0.118

Values from the calculation:
* SMILES: N#C/N=N/N
* HOMO-LUMO gap (spin up / spin down): 0.334 / 0.334 Ha
* HOMO energy (spin up / spin down): -9.885 / -9.885 eV

=====

Arrangement b

CH2N4 | ωB97M-V/def2-TZVPD

Each line ends with the Löwdin charge.
Cartesian coordinates (Å):
C1 0.20 -0.04 -0.02  0.151
N1 3.27 -0.06 0.19  -0.050
N2 2.36 -0.97 -0.05  -0.068
N3 2.50 0.97 -0.05  -0.030
N4 1.45 0.03 -0.27  -0.215
H1 -0.50 0.87 0.02  0.129
H2 -0.35 -0.95 0.10  0.083

Values from the calculation:
* HOMO-LUMO gap: 0.288 Ha
* HOMO energy: -9.130 eV

=====

Arrangement c

CH2N4 | ωB97M-V/def2-TZVPD

Each line ends with the Löwdin charge.
Cartesian coordinates (Å):
C1 -0.90 -0.14 -1.74  -0.434
N1 -1.11 -0.42 -2.83  0.118
N2 -0.43 0.49 -0.64  0.021
N3 0.02 -0.56 0.40  0.016
N4 0.56 0.01 1.44  0.053
H1 0.84 0.97 1.14  0.125
H2 1.02 -0.35 2.23  0.101

Values from the calculation:
* SMILES: N#C/N=N/N
* HOMO-LUMO gap (spin up / spin down): 0.311 / 0.311 Ha
* HOMO energy (spin up / spin down): -9.641 / -9.644 eV

=====

Arrangement d

CH2N4 | ωB97M-V/def2-TZVPD

Each line ends with the Löwdin charge.
Cartesian coordinates (Å):
C1 -1.03 -0.16 -0.04  -0.256
H1 -2.08 -0.53 0.09  0.120
H2 2.03 -0.44 0.03  0.170
N1 -0.66 1.11 0.00  0.003
N2 0.66 1.11 -0.04  -0.014
N3 1.05 -0.11 0.00  -0.071
N4 0.02 -0.98 -0.03  0.048

Values from the calculation:
* SMILES: c1nn[nH]n1
* HOMO-LUMO gap: 0.448 Ha
* HOMO energy: -11.143 eV

=====

Name the most stable of them. arrangement d.

=====

Arrangement a

C3H4O4 | ωB97M-V/def2-TZVPD

Each line ends with the Löwdin charge.
Cartesian coordinates (Å):
C1 0.04 -1.07 0.48  -0.140
C2 0.54 0.20 0.47  -0.513
C3 -0.52 0.69 -1.25  -0.138
O1 1.88 0.38 0.53  0.102
O2 -1.29 -1.34 0.57  -0.017
O3 -0.22 1.28 0.28  0.024
O4 -0.11 1.32 -2.15  0.157
H1 2.06 1.29 0.25  0.129
H2 -1.66 -0.90 1.34  0.119
H3 0.70 -1.91 0.64  0.129
H4 -1.42 0.07 -1.17  0.149

Values from the calculation:
* SMILES: O=CO/C(O)=C\O
* HOMO-LUMO gap (spin up / spin down): 0.337 / 0.337 Ha
* HOMO energy (spin up / spin down): -8.671 / -8.672 eV

=====

Arrangement b

C3H4O4 | ωB97M-V/def2-TZVPD

Each line ends with the Löwdin charge.
Cartesian coordinates (Å):
C1 1.26 0.07 0.08  -0.506
C2 0.04 -0.89 0.05  0.021
C3 -1.36 -0.13 -0.06  -0.514
H1 2.39 -1.46 -0.22  0.100
H2 -0.10 -1.39 1.09  0.165
H3 0.22 -1.81 -0.63  0.152
H4 -0.53 1.59 0.03  0.124
O1 2.43 -0.52 -0.13  0.149
O2 1.16 1.25 0.16  0.123
O3 -1.46 1.19 -0.17  0.105
O4 -2.34 -0.83 0.06  0.082

Values from the calculation:
* SMILES: O=C(O)CC(=O)O
* HOMO-LUMO gap: 0.391 Ha
* HOMO energy: -10.514 eV

=====

Name the most stable of them. arrangement b.